# 1
Below is 2 unconnected molecules or ions with the total composition CH4Cl2OP, with properties calculated with ωB97M-V with the def2-TZVPD basis set.

The geometry in XYZ format:
```
9
Properties=species:S:1:pos:R:3:nbo_charge:R:1
C 1.01 -0.60 -0.31 -0.45
O -3.13 -0.19 2.68 -0.92
P -2.68 1.15 1.93 1.40
Cl -1.89 2.04 3.43 -0.10
Cl -0.18 0.67 0.49 -0.16
H 0.63 -1.51 0.03 0.22
H 0.96 -0.42 -1.39 0.24
H 2.06 -0.54 0.09 0.25
H -3.84 -0.61 2.22 0.53
```

Output
Net charge ... +1
Electronic energy ... -37475.491 eV
HOMO ... -15.27 eV
ΔE to the lowest compared entry with this formula, charge and spin ... 49.9 kcal per mole
Orbital gap ... 8.337 eV
Maximum force ... 2.2 eV/A
E_LUMO ... -6.9 eV

=====

# 2
Below is a gas-phase ion, CH4Cl2PS (charge +1), with properties calculated with ωB97M-V with the def2-TZVPD basis set.

The geometry in XYZ format:
```
9
Properties=species:S:1:pos:R:3:nbo_charge:R:1
C -0.23 0.61 -1.22 -0.98
P 0.25 -0.25 0.31 1.18
S -0.75 0.56 1.92 -0.06
Cl 2.18 -0.32 0.53 -0.05
Cl -0.30 -2.73 0.20 -0.21
H -0.17 -0.08 -2.06 0.31
H 0.44 1.45 -1.39 0.30
H -1.26 0.98 -1.13 0.30
H -0.16 -0.23 2.84 0.21
```

Output
Net charge ... +1
Electronic energy ... -46263.604 eV
HOMO ... -15.50 eV
ΔE to the lowest compared entry with this formula, charge and spin ... 28.9 kcal per mole
Orbital gap ... 8.627 eV
Maximum force ... 3.9 eV/A
E_LUMO ... -6.9 eV

=====

# 3
Below is 2 unconnected molecules or ions with the total composition CH4Cl2SSi, with properties calculated with ωB97M-V with the def2-TZVPD basis set.

The geometry in XYZ format:
```
9
Properties=species:S:1:pos:R:3:nbo_charge:R:1
C 3.51 -0.10 0.91 -0.23
Si -0.74 -0.08 0.73 0.95
S -1.52 -1.84 0.00 -0.42
Cl 4.21 -1.14 -0.12 0.11
Cl 0.78 0.44 -0.50 -0.36
H 4.20 0.47 1.48 0.11
H -0.43 -0.02 2.23 -0.14
H -1.85 0.80 0.45 -0.19
H -1.30 -1.38 -1.23 0.16
```

Output
Electronic energy ... -44857.111 eV
HOMO (alpha / beta) ... -8.72 / -8.70 eV
ΔE to the lowest compared entry with this formula, charge and spin ... 86.1 kcal per mole
Orbital gap (alpha / beta) ... 8.077 / 8.046 eV
Maximum force ... 2.3 eV/A
E_LUMO (alpha / beta) ... -0.6 / -0.7 eV

=====

# 4
Below is 2 unconnected molecules or ions with the total composition CH4Cl2Si, with properties calculated with ωB97M-V with the def2-TZVPD basis set.

The geometry in XYZ format:
```
8
Properties=species:S:1:pos:R:3:nbo_charge:R:1
C 0.45 0.17 -0.49 -0.78
Si -2.09 -0.03 0.47 1.10
Cl -2.98 -1.77 -0.18 -0.36
Cl -2.95 1.58 -0.21 -0.35
H 0.30 1.18 -0.77 0.19
H 1.40 -0.11 -0.13 0.20
H 0.00 -0.42 -1.28 0.19
H -2.08 0.15 1.86 -0.19
```

Output
Electronic energy ... -34024.356 eV
HOMO ... -8.71 eV
ΔE to the lowest compared entry with this formula, charge and spin ... 72.2 kcal per mole
Orbital gap ... 8.750 eV
Maximum force ... 4.6 eV/A
E_LUMO ... 0.0 eV

=====

Among the records above, which one has the highest ΔE to the lowest compared entry with this formula, charge and spin? CH4Cl2SSi

=====

Please write out number 2 again, unchanged.
Below is a gas-phase ion, CH4Cl2PS (charge +1), with properties calculated with ωB97M-V with the def2-TZVPD basis set.

The geometry in XYZ format:
```
9
Properties=species:S:1:pos:R:3:nbo_charge:R:1
C -0.23 0.61 -1.22 -0.98
P 0.25 -0.25 0.31 1.18
S -0.75 0.56 1.92 -0.06
Cl 2.18 -0.32 0.53 -0.05
Cl -0.30 -2.73 0.20 -0.21
H -0.17 -0.08 -2.06 0.31
H 0.44 1.45 -1.39 0.30
H -1.26 0.98 -1.13 0.30
H -0.16 -0.23 2.84 0.21
```

Output
Net charge ... +1
Electronic energy ... -46263.604 eV
HOMO ... -15.50 eV
ΔE to the lowest compared entry with this formula, charge and spin ... 28.9 kcal per mole
Orbital gap ... 8.627 eV
Maximum force ... 3.9 eV/A
E_LUMO ... -6.9 eV

=====

Among the records above, which one has the highest maximum force? CH4Cl2Si